{
  "formula": "C17H19N2O11PS2",
  "method": "ωB97M-V/def2-TZVPD",
  "lumo_energy_ha": -0.07718,
  "smiles": "COCN1C(=O)c2c(c(P(O)(O)=S)c(S(C)(=O)=O)c(CC(=O)O)c2N(C(C)=O)C(C)=O)C1=O",
  "total_charge": 0,
  "orbital_gap_ev": 7.1,
  "symbols": ["S", "O", "O", "H", "H", "O", "H", "H", "C", "H", "H", "H", "C", "C", "O", "C", "H", "O", "O", "C", "C", "O", "H", "P", "C", "C", "C", "C", "C", "H", "N", "H", "O", "H", "C", "S", "H", "H", "H", "H", "C", "O", "C", "C", "O", "N", "C", "C", "H", "H", "O", "H"],
  "positions_angstrom": [[-4.0522, 2.5376, 2.1731], [2.4636, -2.2744, 1.1620], [2.7580, -0.9773, 4.7357], [-0.0390, 3.7746, -2.0411], [0.2396, 0.3734, -3.3875], [-0.8073, 3.1706, -1.9408], [4.5378, 0.5220, -1.1553], [-2.0930, 1.3905, 3.9698], [3.9005, -1.6141, 4.1246], [-4.9093, -0.5330, 3.3243], [4.5111, 0.5406, -3.0105], [4.2420, -1.0911, -2.0341], [-0.8010, 2.2884, -3.0453], [0.4461, -0.8361, 0.7266], [-3.6790, 1.3080, -2.6701], [-0.3018, -1.0662, 2.9863], [4.5422, -0.8540, 3.5514], [2.1214, 1.5158, -2.1390], [-3.5425, 3.0130, -0.9650], [1.4573, -1.8354, -2.5523], [4.0680, 0.0331, -2.0924], [-0.8216, 2.7114, -4.2360], [4.5911, -2.0516, 4.9418], [-3.3644, 0.7035, 2.3574], [-0.8212, 0.2893, -1.3300], [-5.1765, 0.7435, -0.5235], [-2.0683, 0.6590, -0.4382], [-2.0193, 0.2912, 1.1024], [1.9425, -1.6512, -4.0712], [1.4750, -2.4940, -4.6757], [1.6450, -0.7987, -1.5332], [3.0828, -1.8092, -4.0777], [0.8905, -2.9059, -2.1928], [-5.8905, 0.5710, -1.4160], [0.4405, -0.4444, -0.7802], [-3.5785, 1.5122, -1.1567], [3.6340, -2.5074, 3.4486], [1.3943, 0.6080, 4.2370], [-1.6260, 0.1943, -3.4560], [-4.9132, -0.2922, -0.1296], [2.4794, 0.3318, -1.9396], [-0.8676, -1.4937, 4.0085], [-0.7760, -0.4603, 1.6080], [-0.7437, 0.6714, -2.9054], [-4.6464, -0.4546, 2.3699], [1.1641, -1.2189, 2.9897], [1.9887, -0.2309, 3.7413], [1.5506, -1.5619, 1.6206], [1.7247, -0.6120, -4.4972], [2.7482, 0.2353, 3.0258], [-2.7688, 0.6626, 3.9847], [-5.7319, 1.4164, 0.2030]]
}


{
  "formula": "C39H30GeN3O4RuS",
  "method": "ωB97M-V/def2-TZVPD",
  "lumo_energy_ha": [0.14615, 0.14147],
  "s2": 8.811,
  "total_charge": -2,
  "spin_multiplicity": 6,
  "orbital_gap_ev": [2.9, 5.9],
  "symbols": ["C", "C", "H", "C", "H", "H", "S", "H", "H", "H", "H", "C", "C", "C", "C", "C", "C", "C", "C", "H", "H", "H", "H", "C", "H", "H", "C", "C", "C", "C", "H", "O", "H", "C", "H", "C", "H", "C", "H", "H", "H", "C", "H", "C", "O", "C", "H", "Ge", "C", "H", "O", "C", "C", "H", "O", "Ru", "C", "C", "C", "H", "N", "H", "C", "N", "H", "C", "C", "N", "H", "C", "C", "C", "H", "C", "H", "C", "C", "C", "C"],
  "positions_angstrom": [[3.6001, 1.9573, 1.2130], [-1.8003, -0.3591, 0.2146], [-1.9636, 8.4368, -0.3475], [1.0927, -4.2424, -2.6824], [-0.3125, -0.6896, -2.2349], [-3.7427, -5.6296, 2.9767], [1.6176, 0.2141, 0.3765], [-4.1804, -5.8243, -1.2758], [1.4834, -5.2461, -2.8092], [2.9698, 2.1371, 2.0767], [2.7534, -3.1250, 4.7836], [-0.6182, 4.0005, -0.2488], [1.2161, 7.2925, -0.1174], [-5.6886, -0.7725, -1.2872], [0.9748, 5.9202, -0.1144], [1.4210, -1.7030, 3.8821], [-3.7218, 0.6285, -0.9581], [3.9094, 0.9357, -0.9613], [-5.2398, -1.5822, -0.2202], [-5.8314, -2.3995, 0.1679], [0.2182, -4.6669, -0.7775], [1.8619, -3.5383, -4.5605], [0.5741, -4.4903, 1.3660], [-3.4779, -5.2773, 1.9858], [0.0579, -0.4877, 2.7535], [-6.6155, -0.9932, -1.8015], [5.7096, 2.2751, 0.0178], [0.5165, -1.4617, 2.8595], [-4.9514, 0.3206, -1.6206], [0.1713, 8.1953, -0.2085], [0.9275, -1.2636, -4.2721], [0.3494, 3.1607, -0.0081], [-2.1175, -3.7922, 2.7211], [-1.1400, 7.7357, -0.2777], [-4.8039, -6.6391, 0.9740], [3.1100, 1.1225, 0.1803], [-3.6301, 2.5732, -1.7662], [2.0320, -2.9442, 3.9956], [-2.5465, -3.9923, -1.5228], [3.5238, 0.3295, -1.7742], [-5.2778, 1.0039, -2.3937], [0.3917, -3.9072, -1.5328], [-3.6428, -1.9347, 1.1444], [-2.8029, -4.3585, -0.5342], [2.0285, 5.0896, -0.0354], [-1.3913, 6.3767, -0.2641], [2.2428, 7.6319, -0.0561], [-1.0084, -2.1866, 0.3983], [-3.7241, -5.3838, -0.3965], [2.1958, -4.9211, 3.1739], [7.5372, 3.4940, 0.9361], [-2.2013, -3.7715, 0.5787], [4.8472, 2.5167, 1.1323], [-2.3981, 5.9869, -0.3021], [7.8995, 2.4023, -0.9837], [-0.4350, 1.1123, -0.0961], [-0.3495, 5.4465, -0.2005], [-4.0177, -1.3305, 0.3370], [0.2089, -2.4550, 1.9342], [7.4208, 1.7902, -1.5506], [-3.1625, -0.3607, -0.1133], [5.7143, 1.3372, -1.9744], [5.1612, 1.4962, -1.0514], [-1.8246, 3.6181, -0.5643], [1.6764, 4.1655, 0.0055], [7.0478, 2.7768, 0.0608], [-4.0680, -5.8515, 0.8667], [-1.9963, 2.2718, -0.5255], [1.6688, -0.9152, 4.5831], [-0.0930, -2.6149, -1.3234], [0.7858, -2.0115, -3.5010], [-3.1158, 1.8407, -1.1535], [0.3778, 9.2591, -0.2198], [0.0948, -1.6872, -2.3449], [5.2248, 3.1448, 1.9289], [-2.5627, -4.2468, 1.8417], [1.3033, -3.2888, -3.6660], [0.8133, -3.7019, 2.0725], [1.7224, -3.9493, 3.0909]]
}


{
  "formula": "C2H4ClNOS",
  "method": "ωB97M-V/def2-TZVPD",
  "lumo_energy_ha": -0.00729,
  "smiles": "ONC(=S)CCl",
  "total_charge": 0,
  "relative_energy_kj_mol": 173.57,
  "orbital_gap_ev": 8.8,
  "symbols": ["S", "Cl", "H", "C", "H", "H", "H", "O", "N", "C"],
  "positions_angstrom": [[-2.2615, 0.0824, 1.1815], [1.1251, 1.9364, -0.1367], [0.8785, -0.2342, -1.8877], [0.5364, 0.5553, 0.8909], [1.2891, -0.1919, 0.8262], [-1.1496, -1.5305, -1.0766], [0.4219, 0.9658, 1.8923], [0.6490, -0.9093, -1.2190], [-0.6734, -0.6520, -0.8554], [-0.8157, -0.0220, 0.3846]]
}


{
  "formula": "C37H43NP2PtSb2",
  "method": "ωB97M-V/def2-TZVPD",
  "lumo_energy_ha": -0.24395,
  "total_charge": 2,
  "relative_energy_kj_mol": 91.15,
  "orbital_gap_ev": 6.6,
  "symbols": ["H", "C", "H", "H", "C", "H", "H", "P", "H", "C", "H", "C", "C", "H", "H", "H", "H", "H", "C", "Sb", "C", "H", "C", "C", "C", "C", "H", "H", "H", "H", "C", "C", "H", "C", "H", "H", "C", "H", "H", "C", "H", "C", "P", "H", "C", "H", "H", "N", "H", "C", "H", "C", "C", "C", "C", "C", "C", "C", "H", "H", "H", "H", "H", "Sb", "C", "H", "H", "C", "C", "C", "H", "C", "H", "H", "H", "Pt", "C", "C", "C", "C", "H", "H", "C", "H", "C", "H"],
  "positions_angstrom": [[-5.3007, 3.3181, -1.8125], [-3.6882, -0.5701, -2.6408], [4.2547, 0.1471, 1.9149], [2.3887, -1.2274, -4.8731], [-2.8665, 5.4620, 0.2336], [1.2126, 4.2373, 2.2156], [-3.0089, -0.5049, -3.4889], [0.1798, -1.9724, -0.5576], [4.2867, -2.7200, -4.3486], [2.2642, -1.0455, 2.9434], [-4.5842, 6.5810, 0.8515], [1.4365, 3.3267, 1.6626], [-5.1038, 4.9600, -0.4593], [-3.4561, 2.3157, -2.9423], [-1.9122, -2.4122, -2.3883], [-4.6429, -0.1109, -2.8934], [4.6566, -3.2254, 3.9021], [5.3735, 2.1748, -1.6636], [3.6049, -3.1523, -2.3634], [-0.4189, 2.6146, 0.9391], [1.5581, -2.0870, -1.7078], [1.1047, 0.1946, 4.2653], [4.9403, 1.1719, 0.1823], [2.7551, 0.1391, 0.3606], [3.2581, -2.0183, 2.8318], [-0.4152, -4.7105, -0.4092], [4.4346, -3.8078, -2.1370], [-3.0831, -4.4373, -3.1941], [-3.8452, -1.6071, -2.3658], [-6.1629, 5.1767, -0.4518], [3.8776, -2.4794, 3.9793], [-2.7975, 2.4454, -2.0830], [0.2559, -2.4559, 2.9957], [2.5114, -1.0248, 5.3321], [0.3683, -4.8048, 0.3317], [-0.5050, -3.5364, 1.8395], [-4.5415, 0.8172, 0.2581], [-0.8298, -6.8083, -0.4363], [2.6666, -3.4361, -0.4522], [-4.2208, 5.7458, 0.2692], [2.2205, -0.6461, 6.3019], [-2.3518, -4.5093, -2.4002], [1.4413, -0.5347, 1.4271], [-0.3352, 5.0046, -0.1675], [-1.7392, 3.1390, 2.5056], [-1.4669, 2.5942, 3.4076], [3.5429, -2.4057, 1.8616], [0.8727, -2.1652, 0.9955], [-4.7254, -0.1104, 0.7951], [2.6192, -2.9385, -1.4127], [-2.5617, -6.6314, -2.1837], [2.4551, -1.7006, -3.9032], [-0.8929, 4.1295, -0.5017], [3.5232, -2.5364, -3.6051], [4.0022, 0.4512, 0.9097], [2.4583, 0.6320, -0.9133], [-1.7032, -3.3731, -1.9433], [1.4718, -1.4750, -2.9538], [-4.3296, 1.6173, 0.9627], [1.4886, 0.4517, -1.3670], [5.9016, 1.3908, 0.6262], [3.1397, 1.7018, -2.6309], [-1.0458, -1.8524, 1.9485], [-2.9003, 0.5689, -1.0404], [4.6439, 1.6127, -1.0966], [0.6356, -0.8237, -3.1876], [3.9962, -2.3519, 6.1159], [3.5059, -1.9836, 5.2253], [-0.1721, -2.5174, 1.9983], [-0.7515, -3.4647, -0.9367], [1.9105, 2.6026, 2.3216], [3.3913, 1.3458, -1.6408], [-5.4058, 1.0746, -0.3501], [-0.4900, 3.8121, -1.4616], [-1.7745, 2.5259, -2.4432], [-0.5985, 0.1784, 0.0671], [-2.0504, -5.7425, -1.8409], [-3.2551, 3.6038, -1.2465], [-2.3663, 4.3972, -0.5147], [-1.0778, -5.8426, -0.8548], [-1.6640, 4.2095, 2.6868], [2.0979, 3.5413, 0.8257], [1.8856, -0.5517, 4.1863], [-2.7613, 2.8959, 2.2259], [-4.6157, 3.9053, -1.2109], [-2.1742, 6.0975, 0.7735]]
}